# C5H10O2

A single C5H10O2 molecule (wB97M-V/def2-TZVPD, OMol25).

The geometry in XYZ format:
```
17
Properties=species:S:1:pos:R:3:forces:R:3
C -2.25517 -0.61277 0.30788 0.797 0.089 0.859
C -0.99173 0.49505 -0.46768 -1.542 -2.088 1.618
O -0.88944 1.63521 0.29499 -0.150 -0.001 0.071
C 0.27446 -0.30374 -0.44389 -0.386 -0.217 -0.275
C 1.63774 0.28379 -0.88362 -0.097 0.111 -0.150
C 2.08943 -0.01927 0.54870 0.237 0.047 -0.016
O 0.75096 -0.37835 0.94036 -0.096 -0.122 0.031
H -3.14731 -0.02008 0.56750 0.604 0.026 -0.108
H -2.59161 -1.51085 -0.25567 0.637 0.666 0.009
H -1.69111 -0.89309 1.17405 -0.216 -0.469 0.803
H -1.90089 0.24643 -0.99089 0.731 1.762 -2.667
H -0.36264 1.33784 1.06515 -0.250 0.325 -0.187
H 0.07158 -1.30001 -0.84105 0.139 -0.078 -0.010
H 2.15359 -0.25866 -1.67986 -0.139 0.094 0.130
H 1.60121 1.34796 -1.12413 -0.041 -0.131 0.047
H 2.47762 0.82196 1.13602 -0.106 -0.137 -0.105
H 2.77332 -0.87141 0.65214 -0.123 0.123 -0.050
```
Forces are in eV/Å.

As for the lowest unoccupied orbital energy: 1.03 eV. For the HOMO energy, the calculation gives -8.53 eV. The structure (SMILES) is C[C@@H](O)[C@H]1CCO1.

# C38H53FeN11O3Si3

C38H53FeN11O3Si3 as an isolated structure (wB97M-V/def2-TZVPD, OMol25).

The geometry in XYZ format:
```
109
Properties=species:S:1:pos:R:3:forces:R:3
Fe 0.39558 0.14968 -0.01010 -0.555 -0.084 0.404
C -1.73969 0.43086 3.95338 -0.121 -0.074 -0.016
C -0.93880 -0.34053 4.77773 0.050 -0.050 0.039
C 0.13268 -1.02875 4.23103 -0.045 0.008 0.106
C 0.38079 -0.90210 2.87157 0.047 -0.126 -0.195
N -0.42177 -0.19512 2.07617 0.133 0.106 -0.089
C -1.45837 0.45516 2.59907 -0.024 -0.085 -0.079
C 1.56210 -1.52033 2.19756 -0.308 -0.001 0.110
C 2.63955 -2.01492 2.90440 0.007 -0.116 0.108
C 3.71546 -2.52691 2.19578 0.039 -0.014 0.071
C 3.68917 -2.51755 0.81899 0.005 -0.080 -0.071
C 2.58044 -1.97714 0.16737 -0.048 0.069 -0.021
N 1.53879 -1.51044 0.86248 0.414 0.423 -0.430
C 2.54323 -1.87017 -1.32051 -0.174 -0.366 -0.064
C 3.70674 -1.62483 -1.95227 0.186 -0.209 -0.132
C 3.73400 -1.45278 -3.39246 0.062 -0.067 0.056
C 2.59971 -1.49355 -4.08371 -0.050 0.014 0.028
C 1.25233 -1.67589 -3.44297 0.059 -0.011 0.149
N 1.31930 -1.97351 -1.97180 0.050 0.417 0.003
H -2.58035 0.99078 4.34167 0.023 -0.033 -0.019
H -1.14382 -0.41009 5.83868 0.001 0.001 -0.020
H 0.75609 -1.65454 4.85375 0.004 0.036 -0.003
H -2.06480 1.02509 1.90419 0.058 0.047 -0.001
H 2.65451 -1.97973 3.98396 0.007 -0.039 -0.023
H 4.57174 -2.93226 2.72073 -0.026 0.015 -0.007
H 4.50011 -2.94246 0.24662 -0.015 0.008 -0.026
H 4.61762 -1.49989 -1.38680 -0.012 -0.011 0.019
H 4.68577 -1.30572 -3.88962 -0.030 -0.017 0.002
H 2.59722 -1.41132 -5.16575 0.009 0.052 0.032
H 0.80136 -2.54155 -3.92486 -0.015 -0.170 -0.014
C -1.17722 -4.34041 1.89463 0.213 -0.114 -0.008
Si -2.22663 -3.19486 0.82667 -0.051 0.027 0.033
C -3.19130 -2.32285 2.20790 0.060 0.205 0.073
C -3.50616 -4.33289 0.01591 -0.080 -0.102 -0.027
C -1.36842 -2.16389 -0.45044 0.390 0.252 0.545
Si -0.01594 -3.01431 -1.28811 -0.089 -0.345 -0.228
C -0.60764 -4.05735 -2.75073 0.138 0.046 -0.220
C 0.99134 -4.30958 -0.35230 0.034 -0.092 0.216
C 0.33346 -0.49803 -3.75099 -0.221 -0.167 0.043
Si -2.59461 -1.22352 -1.36270 -0.368 -0.007 -0.262
C -3.20966 -1.98705 -2.98627 -0.069 0.040 -0.129
C -4.20707 -0.77555 -0.47069 -0.067 0.064 0.047
C -2.07964 0.54981 -1.86777 0.204 0.291 0.091
C -2.93665 1.27813 -2.69452 0.002 -0.018 -0.043
C -2.65117 2.58641 -3.02977 -0.004 0.067 -0.037
C -1.49527 3.16554 -2.52965 -0.028 0.014 -0.080
C -0.68676 2.40577 -1.71399 -0.126 -0.187 0.052
N -0.96275 1.13628 -1.38241 -0.150 -0.088 -0.092
H -1.81562 -4.69100 2.71254 0.003 0.031 -0.052
H -0.32514 -3.81709 2.34255 -0.060 -0.051 0.005
H -0.79936 -5.21788 1.36940 0.002 0.020 0.059
H -4.06552 -2.93880 2.44802 0.047 0.036 0.016
H -3.54331 -1.31844 1.98597 0.000 0.007 0.034
H -2.57500 -2.26535 3.11108 -0.014 -0.009 -0.038
H -3.88557 -5.07847 0.72661 0.034 0.099 -0.064
H -3.08773 -4.86989 -0.84170 -0.018 0.016 0.072
H -4.36511 -3.75908 -0.34927 0.046 -0.064 -0.008
H -1.33715 -4.76648 -2.34491 0.042 0.043 -0.005
H 0.20994 -4.64127 -3.19224 -0.072 0.053 0.028
H -1.11148 -3.50476 -3.54711 0.077 -0.114 0.084
H 0.50511 -5.28168 -0.45413 -0.021 -0.010 0.014
H 1.14672 -4.12494 0.71083 0.008 -0.075 -0.115
H 1.97377 -4.38783 -0.83152 -0.103 -0.062 -0.017
H -0.65907 -0.68334 -3.34117 0.024 -0.107 -0.153
H 0.23597 -0.36724 -4.83293 0.002 -0.050 -0.026
H 0.71518 0.42464 -3.32179 -0.557 -0.569 -0.389
H -3.43660 -3.04517 -2.82315 -0.007 0.069 -0.009
H -2.48247 -1.92858 -3.79923 -0.035 -0.001 0.018
H -4.12828 -1.50020 -3.33275 0.077 -0.044 0.031
H -4.56897 -1.53069 0.22074 -0.069 -0.046 -0.044
H -4.98834 -0.62927 -1.22353 0.073 0.073 0.021
H -4.10085 0.16548 0.08007 -0.015 -0.106 0.028
H -3.83251 0.80167 -3.07440 0.030 0.024 0.026
H -3.31962 3.15197 -3.66775 0.005 -0.008 0.004
H -1.22873 4.18990 -2.75517 -0.004 -0.025 0.009
H 0.21442 2.82157 -1.28849 -0.001 -0.019 -0.002
N 3.52816 2.29198 -4.35028 0.077 -0.307 0.028
N 3.24730 1.81272 -3.08146 -0.014 0.195 -0.114
N 4.19182 1.57556 -2.20173 -0.048 0.006 0.038
C 3.47748 1.07371 -1.20254 -0.241 0.139 -0.014
N 2.16880 1.01234 -1.49801 0.093 0.378 0.195
N 2.04695 1.50419 -2.72022 0.847 0.630 0.606
H 4.25542 2.98899 -4.26123 -0.025 0.122 0.007
H 2.67211 2.67840 -4.72554 -0.036 0.097 0.008
H 3.89474 0.75592 -0.26467 -0.051 0.053 0.023
C 0.42090 5.84653 0.00968 0.022 -0.041 0.084
C -0.17444 5.81102 1.41503 0.012 0.003 -0.116
C 0.13974 4.51694 2.17807 0.060 -0.043 -0.030
C -0.57149 4.54430 3.55226 0.029 -0.057 0.078
C -0.06061 3.50843 4.55334 -0.001 0.016 -0.084
C 1.63064 4.45294 2.44613 0.011 -0.028 0.065
O 2.26009 5.37868 2.90797 0.015 0.006 0.000
N 2.22942 3.23695 2.21033 -0.094 0.118 -0.080
C 1.62762 2.17355 1.55156 0.007 -0.099 0.334
O 2.26794 1.11735 1.44090 0.118 0.107 -0.246
N 0.38692 2.26536 1.06139 0.186 0.009 -0.120
C -0.41390 3.32439 1.37724 0.131 -0.020 -0.136
O -1.58454 3.36183 1.03361 -0.050 -0.054 0.032
H 0.18654 6.78898 -0.48585 0.001 -0.004 0.001
H 0.01764 5.03762 -0.60384 0.002 0.021 0.003
H 1.51061 5.75175 0.03988 -0.041 0.001 -0.010
H -1.25945 5.90105 1.36265 -0.013 0.009 0.010
H 0.21505 6.64122 2.00448 -0.014 0.014 0.018
H -1.63200 4.38735 3.35021 -0.016 0.044 -0.005
H -0.45358 5.54648 3.96783 0.016 0.008 0.006
H -0.05923 2.50272 4.12426 0.008 0.050 0.028
H -0.69600 3.48781 5.44051 0.011 0.003 -0.029
H 0.95543 3.74039 4.88049 -0.031 -0.012 -0.010
H 3.19460 3.12358 2.48189 0.016 0.000 0.008
```
Forces are in eV/Å.

Its expectation value of S² is 6.01. As for the lowest unoccupied orbital energy (spin up / spin down): -0.18 / -0.23 eV. For the HOMO energy (spin up / spin down), the calculation gives -6.83 / -6.90 eV. As for the spin multiplicity: 5.

# CH3ClO3S

A single CH3ClO3S molecule (wB97M-V/def2-TZVPD, OMol25).

The geometry in XYZ format:
```
9
Properties=species:S:1:pos:R:3:forces:R:3
C 1.27443 -0.33018 0.13552 0.365 -1.231 2.674
O -0.94449 1.11348 1.03885 0.417 -0.540 -1.494
O -1.17635 1.19832 -1.42676 0.458 0.280 -0.907
O 0.00382 -0.75902 -0.33705 -1.341 0.724 -0.599
S -1.04711 0.45158 -0.24338 -0.592 -0.696 2.716
Cl -2.59344 -0.76658 -0.07327 -0.862 -0.331 -0.208
H 1.92961 -1.27054 0.03724 -0.581 1.978 -0.450
H 1.10747 -0.23845 1.32097 0.909 0.566 -2.673
H 1.44605 0.60139 -0.45212 1.226 -0.749 0.941
```
Forces are in eV/Å.

As for the lowest unoccupied orbital energy: 0.54 eV. For the HOMO energy, the calculation gives -11.66 eV. The structure (SMILES) is COS(=O)(=O)Cl.